{"formula": "C48H123F6N24O10P6S2", "method": "wB97M-V/def2-TZVPD", "fmax_ev_per_a": 3.22, "total_energy_ha": -7413.3044, "homo_lumo_gap_ev": 8.46, "total_charge": -1, "lumo_energy_ev": 1.7, "mol_weight_g_mol": 1560.64, "species": ["C", "F", "F", "F", "S", "O", "O", "N", "S", "O", "O", "C", "F", "F", "F", "O", "P", "N", "C", "C", "N", "C", "C", "N", "C", "C", "H", "H", "H", "H", "H", "H", "H", "H", "H", "H", "H", "H", "H", "H", "H", "H", "H", "H", "O", "P", "N", "C", "C", "N", "C", "C", "N", "C", "C", "H", "H", "H", "H", "H", "H", "H", "H", "H", "H", "H", "H", "H", "H", "H", "H", "H", "H", "O", "P", "N", "C", "C", "N", "C", "C", "N", "C", "C", "H", "H", "H", "H", "H", "H", "H", "H", "H", "H", "H", "H", "H", "H", "H", "H", "H", "H", "O", "P", "N", "C", "C", "N", "C", "C", "N", "C", "C", "H", "H", "H", "H", "H", "H", "H", "H", "H", "H", "H", "H", "H", "H", "H", "H", "H", "H", "O", "P", "N", "C", "C", "N", "C", "C", "N", "C", "C", "H", "H", "H", "H", "H", "H", "H", "H", "H", "H", "H", "H", "H", "H", "H", "H", "H", "H", "O", "P", "N", "C", "C", "N", "C", "C", "N", "C", "C", "H", "H", "H", "H", "H", "H", "H", "H", "H", "H", "H", "H", "H", "H", "H", "H", "H", "H", "C", "C", "N", "H", "H", "H", "C", "C", "N", "H", "H", "H", "C", "C", "N", "H", "H", "H", "C", "C", "N", "H", "H", "H", "C", "C", "N", "H", "H", "H"], "xyz": [[1.3754, 2.8904, 0.2356], [0.4866, 3.5237, 0.9912], [0.8450, 2.7319, -0.9615], [2.4737, 3.5943, 0.2097], [1.8027, 1.2760, 1.0397], [2.6779, 0.6737, 0.0995], [2.3823, 1.6118, 2.2912], [0.2652, 0.6889, 1.1591], [0.3991, -0.8504, 0.7642], [0.3446, -1.0180, -0.6575], [1.4023, -1.5595, 1.4857], [-1.1766, -1.5389, 1.4360], [-2.1939, -1.0794, 0.7284], [-1.0995, -2.8492, 1.3035], [-1.3634, -1.2650, 2.7130], [-7.5802, -4.1223, -0.8902], [-7.3622, -2.7004, -0.5881], [-6.7020, -2.4158, 0.8910], [-5.3552, -2.8968, 1.1206], [-7.5195, -2.1611, 2.0427], [-8.7717, -1.8206, -0.5641], [-9.8996, -2.3403, -1.3488], [-8.7574, -0.3964, -0.2836], [-6.3433, -1.9327, -1.6505], [-5.6631, -0.7117, -1.3187], [-6.5536, -2.2021, -3.0399], [-5.2299, -3.9655, 0.9584], [-5.0775, -2.6888, 2.1564], [-4.6954, -2.3248, 0.4706], [-7.0736, -1.3921, 2.6857], [-7.6618, -3.0951, 2.5871], [-8.4741, -1.7334, 1.7523], [-9.5861, -2.8465, -2.2658], [-10.4491, -3.0776, -0.7552], [-10.5667, -1.5251, -1.6296], [-8.0550, -0.1129, 0.4868], [-8.6095, 0.1446, -1.2290], [-9.7784, -0.1330, 0.0142], [-4.7168, -0.5989, -1.8618], [-6.3691, 0.1163, -1.4672], [-5.5419, -0.6513, -0.2360], [-6.9381, -3.2117, -3.1771], [-5.6361, -2.0583, -3.6120], [-7.3089, -1.5217, -3.4764], [8.8663, 3.0565, 0.2244], [8.0829, 3.7362, -0.8251], [8.0859, 2.9660, -2.2862], [7.7067, 3.6085, -3.5096], [8.8729, 1.7272, -2.4347], [8.7372, 5.2334, -1.2307], [10.1578, 5.2702, -1.5679], [8.2843, 6.4119, -0.5107], [6.5292, 4.0349, -0.3570], [5.5305, 4.4285, -1.3591], [6.2825, 4.4410, 1.0491], [7.1711, 2.9142, -4.1531], [8.5883, 4.0342, -4.0137], [7.0971, 4.4779, -3.3022], [8.5498, 1.1775, -3.3188], [8.7794, 1.0748, -1.5677], [9.9413, 1.9837, -2.5034], [10.3017, 6.2482, -2.0652], [10.8075, 5.3998, -0.6933], [10.4471, 4.5366, -2.3105], [7.2529, 6.6285, -0.8005], [8.3585, 6.3107, 0.5791], [8.8469, 7.3095, -0.7738], [5.8540, 5.2566, -1.9909], [5.2702, 3.5251, -1.9153], [4.5884, 4.7056, -0.8848], [7.2346, 4.5609, 1.5592], [5.6744, 3.6801, 1.5436], [5.7495, 5.3959, 1.0757], [-2.7897, 8.9721, -0.9389], [-2.0785, 7.6948, -1.0212], [-2.9186, 6.3705, -0.5262], [-2.9798, 5.9175, 0.8666], [-3.8733, 5.7885, -1.4629], [-0.7175, 7.6714, -0.0628], [0.0601, 8.8910, -0.0063], [0.0594, 6.4803, 0.1668], [-1.5828, 7.3349, -2.5521], [-1.6824, 8.3873, -3.5899], [-0.7425, 6.2211, -2.9263], [-2.4748, 4.9530, 0.9985], [-4.0295, 5.7873, 1.1469], [-2.5550, 6.6620, 1.5331], [-4.1559, 4.8151, -1.0681], [-3.4250, 5.6864, -2.4515], [-4.7712, 6.4098, -1.5658], [0.4548, 9.0197, 1.0109], [0.8982, 8.8712, -0.7154], [-0.5827, 9.7570, -0.1508], [1.0833, 6.6548, -0.1854], [0.1061, 6.2207, 1.2346], [-0.3325, 5.5773, -0.2962], [-0.8963, 9.1342, -3.4495], [-1.5642, 7.9553, -4.5814], [-2.6852, 8.7997, -3.5114], [0.2888, 6.4598, -2.6548], [-0.8964, 5.9186, -3.9563], [-1.0250, 5.3431, -2.3313], [-1.7389, -1.9714, -6.5282], [-1.1729, -2.2170, -5.1907], [-1.4718, -1.0395, -4.0318], [-1.0047, 0.2902, -4.3998], [-2.7069, -0.9727, -3.2247], [0.4667, -2.2516, -5.1781], [1.2041, -2.3741, -6.4356], [1.2536, -2.1343, -3.9589], [-1.6296, -3.6162, -4.4660], [-2.9986, -4.1637, -4.7837], [-0.8373, -4.2325, -3.4245], [-0.8074, 0.8973, -3.5070], [-1.6954, 0.8464, -5.0465], [-0.0422, 0.1600, -4.9007], [-3.5083, -0.5382, -3.8440], [-2.4975, -0.3555, -2.3464], [-3.0441, -1.9481, -2.8686], [2.2573, -2.4928, -6.1711], [0.9381, -3.2645, -7.0115], [1.0752, -1.4813, -7.0539], [1.8613, -3.0461, -3.8585], [1.9294, -1.2770, -4.0349], [0.6184, -2.1209, -3.0832], [-3.4608, -4.5591, -3.8770], [-3.6453, -3.3399, -5.0909], [-2.8916, -4.8886, -5.5923], [-0.6474, -3.5066, -2.6254], [0.1298, -4.6173, -3.7673], [-1.3815, -5.0865, -3.0341], [4.1152, -2.8267, 6.8432], [3.5720, -1.9892, 5.7615], [4.7299, -1.5409, 4.6586], [5.9151, -2.3695, 4.5237], [4.3844, -0.7778, 3.4515], [2.9014, -0.5939, 6.3627], [3.7673, 0.1722, 7.2456], [1.9925, 0.2606, 5.5908], [2.3123, -2.6575, 4.9250], [2.5086, -3.5166, 3.7358], [1.0414, -2.8332, 5.5918], [5.8428, -2.8689, 3.5508], [5.9811, -3.1292, 5.2958], [6.8200, -1.7622, 4.6032], [5.0256, 0.1089, 3.4945], [3.3325, -0.5302, 3.4584], [4.6515, -1.3243, 2.5411], [3.1492, 0.7884, 7.8950], [4.3705, -0.5064, 7.8416], [4.4299, 0.7736, 6.6062], [2.5834, 0.9788, 4.9928], [1.4822, -0.3168, 4.8170], [1.2717, 0.7566, 6.2399], [3.2993, -3.1293, 3.1013], [2.6559, -4.5525, 4.0703], [1.6039, -3.4557, 3.1251], [0.3230, -2.0465, 5.2949], [1.1246, -2.6777, 6.6688], [0.5823, -3.7878, 5.3412], [-3.5186, -8.4874, 1.4021], [-2.5204, -7.4097, 1.3597], [-2.5805, -6.4644, 2.7044], [-3.7377, -6.4022, 3.5425], [-1.5620, -5.4818, 3.0161], [-2.6044, -6.3634, 0.0791], [-1.5430, -5.4696, -0.2705], [-3.5527, -6.6184, -0.9923], [-0.9463, -7.9544, 1.3203], [-0.5976, -8.6820, 0.1271], [-0.3196, -8.4612, 2.5143], [-4.2051, -5.4132, 3.4450], [-3.4202, -6.4043, 4.5958], [-4.4230, -7.2279, 3.4030], [-0.6272, -5.7720, 2.5390], [-1.2882, -5.5097, 4.0811], [-1.9441, -4.4908, 2.7792], [-0.9477, -5.9101, -1.0782], [-1.8863, -4.4727, -0.5768], [-0.9089, -5.2185, 0.5724], [-3.8915, -5.6603, -1.3829], [-3.1383, -7.2490, -1.7928], [-4.4096, -7.1332, -0.5689], [-0.9937, -9.7084, 0.1078], [-0.9557, -8.1563, -0.7617], [0.4887, -8.7576, -0.0014], [-0.6150, -9.4987, 2.7360], [-0.5610, -7.8206, 3.3560], [0.7635, -8.5006, 2.3623], [-1.5344, 2.3562, 3.0295], [-1.8744, 3.6462, 3.6033], [-2.1144, 4.6356, 4.0806], [-1.9686, 1.5420, 3.6022], [-0.4539, 2.2853, 2.9812], [-1.9244, 2.2535, 2.0174], [5.8007, -0.5182, -0.5631], [6.8790, -1.4810, -0.7609], [7.7360, -2.2282, -0.9069], [5.2896, -0.5982, 0.3941], [5.0430, -0.6808, -1.3291], [6.2001, 0.4970, -0.6135], [3.0112, 1.7608, -3.6432], [3.1863, 3.1870, -3.8160], [3.3708, 4.2854, -4.0295], [2.4284, 1.4150, -2.7997], [4.0614, 1.4347, -3.6809], [2.6476, 1.2314, -4.5292], [-3.8542, -1.2166, 4.7117], [-3.4433, -2.5081, 5.2393], [-3.1481, -3.5574, 5.6168], [-4.6488, -0.7480, 5.2951], [-4.1966, -1.2656, 3.6798], [-3.0414, -0.4895, 4.7549], [-2.1260, 2.7347, -1.2753], [-3.4237, 2.3451, -0.7073], [-4.4895, 2.2026, -0.3135], [-1.4016, 1.9496, -1.0622], [-1.7960, 3.6417, -0.7657], [-2.2755, 2.8995, -2.3397]], "atomic_forces_ev_per_a": [[-0.3, -1.4, 1.6], [-0.6, 0.6, 0.3], [0.2, 0.1, -0.8], [0.9, 0.9, -0.7], [-1.7, 1.2, 0.1], [0.5, -0.9, -1.2], [-0.1, 0.4, 1.1], [2.0, -0.1, -0.1], [-0.6, 0.2, -0.5], [-0.5, -0.5, -0.4], [0.6, -0.5, 0.6], [0.9, 0.5, -0.6], [-0.8, 0.2, -0.2], [-0.2, -0.6, -0.2], [-0.1, 0.3, 0.6], [-0.3, -0.1, -0.6], [-0.1, 0.1, 0.2], [0.1, 0.7, -0.3], [0.2, 0.3, 0.2], [-0.1, 0.1, 0.4], [-0.2, -0.6, 0.1], [0.1, -0.2, 0.3], [-1.2, -0.1, -1.2], [0.8, -1.1, 0.6], [-1.0, 0.7, 0.6], [-0.6, 0.3, -0.7], [-0.1, -0.2, -0.1], [0.0, 0.0, -0.1], [0.4, -0.3, 0.0], [0.3, -0.3, 0.1], [-0.2, 0.1, 0.4], [-0.1, -0.4, 0.0], [0.1, 0.1, 0.1], [-0.1, 0.1, -0.1], [0.0, 0.0, 0.1], [0.2, 0.1, 0.0], [0.4, 0.3, 0.3], [0.2, 0.2, 0.4], [-0.4, 0.1, 0.2], [0.6, 0.4, -0.6], [0.6, -0.2, -0.2], [0.2, -0.1, 0.0], [0.1, -0.1, 0.0], [0.1, 0.0, 0.0], [-0.1, -0.4, -0.1], [0.7, 0.5, 0.3], [-0.1, -1.2, 0.5], [0.5, 0.8, -0.1], [0.3, 0.5, 0.4], [0.0, 0.2, -0.2], [-0.3, 2.0, -0.3], [-0.4, 0.1, 0.1], [-0.3, 0.7, 0.2], [-0.3, -0.8, 0.6], [0.0, -0.2, -0.7], [0.0, 0.0, -0.2], [0.0, -0.3, -0.3], [-0.3, -0.1, -0.1], [0.0, 0.1, 0.0], [-0.2, 0.1, 0.0], [-0.1, -0.2, -0.3], [0.0, -0.3, -0.2], [0.0, -1.0, 0.0], [0.1, -0.5, 0.4], [-0.1, 0.0, 0.3], [-0.1, 0.0, 0.0], [0.2, -0.2, -0.2], [-0.1, -0.1, -0.1], [0.2, 0.4, -0.5], [0.2, 0.2, 0.2], [-0.1, -0.2, 0.2], [0.1, 0.1, 0.1], [0.0, 0.0, 0.0], [-0.1, 0.7, -0.4], [0.5, -0.6, 0.7], [0.5, -0.6, -0.1], [-0.5, 0.1, -0.4], [-0.1, 0.1, 0.4], [-0.5, 0.0, 0.0], [0.0, 0.2, 0.8], [0.4, -0.3, 0.7], [-0.8, 0.5, -1.9], [-0.2, -0.4, 0.8], [-0.1, -0.3, 1.5], [0.0, 0.1, 0.1], [0.1, 0.0, 0.1], [0.2, -0.1, 0.0], [-0.2, -0.1, -0.2], [0.0, -0.1, 0.0], [0.0, -0.1, 0.0], [0.2, -0.1, -0.2], [-0.1, 0.1, 0.0], [0.0, -0.1, -0.4], [0.0, -0.3, 0.0], [0.1, 0.3, 0.0], [-0.1, 0.2, -0.3], [-0.2, 0.2, -0.1], [0.0, -0.2, 0.0], [0.2, 0.5, -0.1], [0.3, -0.3, -0.6], [0.3, 0.3, -0.3], [0.1, 0.1, 0.0], [-0.1, -0.2, -0.1], [0.1, 0.3, 0.6], [-0.6, 0.3, 0.5], [0.5, -0.1, 0.2], [0.5, -0.1, -0.8], [0.4, 0.2, -0.3], [0.2, 0.0, 0.4], [0.4, -0.8, -0.6], [-1.7, -0.6, -0.6], [1.2, 0.8, 0.4], [0.0, 0.0, 0.1], [-0.1, -0.2, 0.0], [0.0, -0.2, 0.0], [-0.1, 0.3, -0.2], [0.0, 0.1, 0.4], [-0.1, 0.1, -0.1], [0.2, -0.1, -0.1], [0.0, 0.1, -0.1], [-0.2, 0.1, 0.0], [0.1, -0.2, -0.1], [0.2, 0.2, 0.0], [-0.1, 0.1, 0.4], [0.1, 0.6, 0.0], [0.2, -0.3, -0.1], [0.1, -0.1, -0.3], [-0.4, -0.1, 0.2], [-0.1, -0.4, 0.2], [-0.1, 0.1, -0.2], [-0.1, 0.0, 0.1], [0.5, 0.0, 0.2], [-0.4, 0.0, -0.1], [-0.3, -0.8, 0.0], [0.0, 0.0, -0.2], [0.9, 0.1, 0.9], [-0.9, 0.1, 0.0], [0.1, -0.2, -0.6], [0.9, -0.3, -0.8], [0.1, -0.1, -0.9], [-0.6, 0.5, 0.8], [-0.6, 0.9, 0.1], [0.5, -0.1, 0.0], [-0.2, 0.0, 0.2], [0.1, 0.0, -0.3], [-0.4, 0.3, -0.4], [-0.1, 0.2, -0.2], [-0.2, -0.2, 0.1], [0.1, 0.2, 0.1], [0.0, 0.0, 0.1], [0.0, 0.3, 0.4], [-0.3, 0.3, 0.5], [-0.2, -0.1, 0.3], [0.1, 0.1, 0.0], [0.3, -0.2, 0.1], [0.2, 0.1, -0.4], [0.0, -0.1, 0.1], [0.1, -0.3, -0.2], [0.2, -0.5, 0.0], [0.1, -0.2, 0.2], [-0.7, 0.1, -0.5], [0.4, 0.2, 0.8], [0.8, -0.7, 0.3], [0.0, 0.7, 1.1], [0.1, -0.5, 0.5], [-0.8, -0.4, -0.5], [0.5, 0.5, 0.0], [-0.1, -0.1, 0.3], [0.3, 0.5, -0.2], [0.3, -0.3, -0.7], [0.2, -0.6, 0.1], [-0.5, -0.2, -0.2], [0.0, -0.2, -0.1], [-0.1, 0.0, -0.4], [-0.1, 0.5, -0.5], [-0.5, 0.1, 0.0], [0.5, 0.2, -0.1], [0.3, 0.2, 0.0], [-0.4, -0.3, -0.3], [0.2, -0.5, 0.0], [0.0, 0.0, -0.2], [0.0, 0.2, -0.1], [-0.1, -0.1, -0.1], [-0.1, 0.1, 0.1], [-0.1, -0.1, 0.1], [0.0, 0.1, 0.3], [-0.2, 0.2, 0.1], [0.1, -0.1, 0.1], [0.0, 0.2, 0.1], [-0.1, 0.0, -0.3], [0.5, -2.7, -1.2], [-0.7, 2.9, 1.3], [0.2, 0.0, 0.2], [0.1, -0.3, 0.1], [0.0, 0.2, 0.0], [-0.2, 0.2, -0.1], [-0.2, 0.2, 0.4], [0.1, -0.1, -0.1], [0.2, -0.3, 0.1], [0.0, 0.2, 0.0], [0.0, 0.0, -0.2], [1.2, -0.8, -1.0], [-1.1, -1.5, 0.0], [0.3, 1.8, -0.2], [0.3, 0.2, 0.4], [-0.2, -0.5, 0.9], [-0.5, 0.7, -0.1], [0.0, 0.9, 0.1], [0.0, -0.7, 0.0], [-0.1, 0.7, -0.2], [-0.1, -0.4, 0.1], [0.1, -0.3, 0.0], [0.2, -0.3, -0.1], [-0.4, -0.5, 0.6], [0.4, 0.6, -0.3], [-0.3, -0.4, 0.3], [0.1, 0.0, -0.3], [0.0, 0.1, -0.2], [0.3, 0.0, 0.0]]}

---

{"formula": "C3H8CsO", "method": "wB97M-V/def2-TZVPD", "fmax_ev_per_a": 1.81, "total_energy_ha": -214.2775, "homo_lumo_gap_ev": 10.65, "total_charge": 1, "lumo_energy_ev": -3.6, "mol_weight_g_mol": 193.00, "de_lowest_kj_mol": 32.5, "species": ["Cs", "C", "C", "C", "O", "H", "H", "H", "H", "H", "H", "H", "H"], "xyz": [[0.0788, 3.2341, 2.3671], [-1.0518, -0.9799, -0.2197], [0.0316, -0.0229, 0.3345], [1.3037, -0.2171, -0.4488], [-0.2564, 1.3863, 0.1657], [-1.2913, -0.7429, -1.2564], [-2.0181, -0.9569, 0.2842], [-0.7961, -2.0378, -0.1599], [0.0591, -0.2833, 1.3926], [1.1804, 0.1821, -1.4556], [1.4584, -1.2920, -0.5418], [2.1871, 0.1525, 0.0719], [-0.8852, 1.5778, -0.5339]], "atomic_forces_ev_per_a": [[0.0, 0.0, 0.1], [-0.7, 0.5, -0.2], [-0.8, -0.8, -1.4], [0.4, -1.4, 0.6], [-0.6, 0.4, 1.1], [0.3, -0.1, -0.2], [0.0, 0.5, 0.4], [0.6, 0.2, -0.1], [0.6, 0.6, 0.2], [0.2, 0.2, 0.2], [0.2, -0.1, -0.2], [0.0, 0.4, -0.3], [-0.1, -0.5, -0.2]]}

---

{"formula": "C4H16BrN8O4", "method": "wB97M-V/def2-TZVPD", "fmax_ev_per_a": 6.06, "total_energy_ha": -3475.2966, "homo_lumo_gap_ev": 9.40, "total_charge": -1, "lumo_energy_ev": 2.7, "mol_weight_g_mol": 320.13, "de_lowest_kj_mol": 175.0, "species": ["Br", "C", "O", "N", "N", "H", "H", "H", "H", "C", "O", "N", "N", "H", "H", "H", "H", "C", "O", "N", "N", "H", "H", "H", "H", "C", "O", "N", "N", "H", "H", "H", "H"], "xyz": [[14.0562, -29.7936, -19.6177], [11.5012, -28.5645, -16.1790], [10.6089, -28.7487, -15.3581], [12.1337, -27.4653, -16.4705], [11.9673, -29.5577, -16.9477], [12.8692, -27.6024, -17.1490], [11.7723, -26.6312, -16.0303], [11.7631, -30.4908, -16.6195], [12.5947, -29.2693, -17.6848], [13.8062, -25.3708, -19.8836], [13.9987, -24.1995, -20.1169], [14.6670, -26.3548, -20.1437], [12.6639, -25.9764, -19.6039], [14.5208, -27.3520, -20.0781], [15.5397, -26.0742, -20.5678], [11.7729, -25.5100, -19.5108], [12.6883, -26.9861, -19.6112], [16.0074, -32.2354, -17.3031], [16.5753, -32.7143, -16.2815], [14.6413, -32.0906, -17.3272], [16.6410, -31.8812, -18.4183], [14.1778, -31.6867, -18.1285], [14.0676, -32.3222, -16.5289], [16.0102, -31.5256, -19.1224], [17.6034, -32.1737, -18.5086], [10.3572, -29.6190, -22.4008], [9.3496, -29.3384, -23.0846], [10.7066, -29.2010, -21.2441], [11.1944, -30.4659, -22.9006], [11.6625, -29.3797, -20.9713], [10.2008, -28.5467, -20.6644], [10.9874, -30.9324, -23.7722], [12.0635, -30.5890, -22.4010]], "atomic_forces_ev_per_a": [[-0.2, 0.4, -0.5], [-1.6, -2.8, 0.8], [-0.1, 0.7, 0.5], [0.5, 2.8, 0.1], [-0.1, -1.1, -0.2], [0.1, 1.4, 0.4], [0.7, 0.2, -0.6], [0.3, 0.2, -0.7], [0.2, -1.4, -0.2], [0.0, -0.6, -1.9], [0.1, 1.2, 0.6], [3.8, -0.4, -0.7], [-3.5, -0.5, 1.5], [-0.2, 0.0, 0.2], [-0.1, -0.1, 0.2], [0.4, 0.0, 0.0], [-0.5, 0.2, 0.1], [-0.3, -1.7, 3.7], [-0.6, 0.8, -1.9], [-0.1, -0.1, -0.2], [0.0, 0.2, -0.4], [0.1, 0.1, 0.1], [0.7, 0.0, -0.1], [0.8, 0.2, -0.6], [-0.4, 0.3, -0.3], [-4.5, 0.7, -4.0], [-0.1, 0.4, 1.2], [1.1, 2.2, 4.7], [3.4, -3.0, -1.5], [-0.1, 0.0, 0.6], [-0.1, -0.2, -0.6], [0.2, 0.4, 0.3], [0.1, -0.6, -0.5]]}